123
Properties=species:S:1:pos:R:3:forces:R:3:mulliken_charge:R:1 method="wB97M-V/def2-TZVPD" e_tot_ev=-97666.208 gap_ev=5.29 charge=-1
C 2.5977 -1.5808 2.6963 0.5 1.7 0.7 -0.56
Si 1.0868 -2.7075 2.3117 -0.1 -0.9 1.5 0.55
C -0.3479 -2.1158 3.5163 -0.9 0.3 1.0 -0.79
C 1.4876 -4.5363 2.9077 0.9 -0.5 0.5 -0.77
Ta 0.2991 -2.5991 -0.1908 0.0 1.2 -2.1 0.93
C 1.9043 -0.9476 -0.7184 0.8 0.6 0.1 -0.75
C 1.7149 0.4455 0.1134 1.0 0.3 -0.2 1.25
O 3.0962 1.0031 0.3027 -1.4 1.1 1.4 -0.60
C -0.2936 -2.5843 -2.3994 0.3 0.0 -1.9 -0.76
C -1.6962 -3.1827 -2.8800 -0.7 0.1 -1.7 -0.66
C -2.5373 -4.1710 -1.9195 -0.9 0.8 -0.2 0.16
C -4.0461 -4.4332 -2.5888 0.9 0.4 0.9 -0.42
O -5.1019 -3.8711 -1.6934 1.3 0.6 -0.5 -0.55
C -1.2753 -1.0446 0.4764 -1.4 0.5 0.8 -0.15
C -2.3061 -0.5008 -0.6632 -1.1 1.6 1.1 -0.19
C -1.6618 0.6409 -1.6918 0.0 -2.3 -2.1 -0.20
S -2.4052 2.3054 -1.2949 0.7 0.6 0.7 -0.13
C -1.2695 3.7362 -1.7051 0.7 -0.2 -1.5 -0.05
S -0.9193 3.9834 -3.3717 -0.2 -0.1 3.4 -0.09
N -0.7949 4.5939 -0.5645 0.3 -2.9 0.4 0.04
C -1.6114 4.3367 0.6865 -3.3 0.2 3.8 -0.02
C -1.2496 3.2464 1.8692 -2.3 1.8 0.1 0.26
C -2.1538 3.0316 3.2437 -0.9 3.2 -3.8 -0.64
C -3.5096 3.9517 3.4297 3.1 -0.2 -3.6 -0.43
C -3.8952 5.0081 2.2218 2.6 -1.7 -0.2 -0.43
C -3.0016 5.2493 0.8649 1.5 -3.1 3.0 -0.45
C 0.6850 4.5786 -0.3308 5.0 0.7 1.6 0.55
C 1.8517 3.8470 -1.2089 0.7 2.2 3.1 -0.02
C 3.4614 4.0071 -0.7841 -2.0 1.7 2.4 -0.48
C 3.9722 4.8543 0.5491 -4.8 -0.4 -1.1 -0.47
C 2.7892 5.5591 1.4536 -1.5 -2.0 -3.3 -0.31
C 1.2195 5.4290 1.0076 2.3 -1.0 -1.4 -0.25
C 1.8241 -4.3227 -0.7238 -1.9 -1.5 -0.6 -0.76
O 3.0322 -4.3084 0.0999 3.7 1.4 -2.8 -0.25
C 4.2235 -3.8163 -0.5827 3.3 1.6 -0.4 0.52
C 4.7439 -4.1415 -2.0977 1.3 1.7 1.3 -0.42
C 6.1234 -3.5136 -2.7595 -0.5 1.7 4.2 -0.38
C 7.0741 -2.4932 -1.8904 -4.0 -2.1 2.0 -0.39
C 6.5924 -2.1916 -0.3286 -2.1 -2.2 -2.0 -0.43
C 5.2219 -2.8215 0.3195 1.6 -0.5 -3.6 -0.13
H 3.1978 -1.3236 1.7219 -0.9 -0.6 2.1 -0.13
H 3.2435 -1.9995 3.5774 -0.9 0.8 -1.7 0.38
H 2.1582 -0.5396 3.0816 1.0 -2.1 -0.7 0.13
H -0.0770 -2.3434 4.6496 -0.6 0.4 -2.2 0.35
H -1.3831 -2.6411 3.2580 2.2 1.1 0.6 0.14
H -0.4992 -0.9601 3.4215 0.1 -2.0 0.2 -0.02
H 0.8925 -5.3310 2.2851 1.2 1.4 1.3 0.06
H 1.2337 -4.6333 4.0532 0.4 0.0 -2.2 0.33
H 2.6650 -4.6836 2.7760 -2.6 0.0 0.2 0.18
H -0.9130 -3.9645 0.2811 0.5 0.3 0.2 -0.15
H 1.8682 -0.7910 -1.9010 0.1 0.0 2.4 0.21
H 3.0115 -1.3176 -0.4995 -2.2 0.8 -0.4 0.03
H 1.2725 0.3428 1.1895 0.6 -0.2 -2.0 -0.38
H 1.1069 1.2683 -0.4534 0.8 -1.6 0.9 -0.44
H 3.0480 1.7193 1.0289 0.0 -1.6 -1.8 0.33
H 0.5657 -3.1511 -3.0066 -1.7 1.2 1.2 0.38
H -0.2121 -1.4588 -2.7917 -0.2 -2.3 0.8 0.09
H -2.4140 -2.2744 -3.1726 1.4 -1.9 0.7 0.18
H -1.5209 -3.7574 -3.9124 -0.5 1.1 2.1 0.26
H -1.9618 -5.1731 -1.7292 -1.1 2.0 -0.2 0.20
H -2.7679 -3.6079 -0.8943 0.7 -1.5 -2.0 -0.03
H -4.1548 -3.8982 -3.6272 0.4 -1.3 1.8 0.28
H -4.2173 -5.5899 -2.6171 0.0 2.3 -0.2 0.22
H -4.8603 -2.9368 -1.4080 -0.1 -1.8 -0.8 0.30
H -1.9504 -1.5962 1.2937 1.3 1.2 -1.7 0.20
H -0.8525 -0.0941 1.0382 -0.8 -1.8 -1.1 -0.08
H -3.1432 0.1080 -0.0628 1.5 -1.3 -1.3 0.64
H -2.9193 -1.3359 -1.2308 1.7 1.7 0.9 -0.59
H -2.0718 0.3338 -2.7701 1.0 0.8 2.2 0.33
H -0.4970 0.6008 -1.7679 -2.2 0.3 0.5 -0.01
H -0.2744 2.5885 1.6902 -2.3 1.6 0.5 0.26
H -1.7643 2.2250 3.9982 -1.0 1.8 -1.6 0.34
H -4.1351 3.8001 4.4124 1.2 0.6 -2.4 0.37
H -4.8751 5.6364 2.3601 2.2 -1.3 -0.3 0.29
H -3.3173 6.0201 0.0163 0.7 -1.9 2.1 0.30
H 1.5609 3.2050 -2.1408 0.7 1.4 2.0 0.09
H 4.2878 3.4765 -1.4536 -2.2 1.2 1.6 0.25
H 5.0954 4.9603 0.8861 -2.6 -0.4 -1.0 0.28
H 3.0194 6.1804 2.4410 -0.5 -1.5 -2.5 0.26
H 0.4084 5.9885 1.6768 1.9 -1.5 -1.7 0.22
H 1.2721 -5.3519 -0.4708 1.3 2.0 -0.6 0.10
H 1.9913 -4.3414 -1.8804 0.3 0.0 2.1 0.19
H 4.0791 -4.8429 -2.7875 1.6 1.7 1.7 0.25
H 6.4446 -3.7424 -3.8621 -0.9 0.3 2.4 0.27
H 8.0607 -1.9886 -2.2890 -2.3 -1.3 0.8 0.27
H 7.2699 -1.4692 0.3269 -1.7 -1.7 -1.5 0.24
H 4.9731 -2.5494 1.4357 0.4 -0.7 -2.6 0.32
O -4.1660 6.0258 5.8382 1.9 -0.2 0.8 -0.60
C -3.0183 6.2202 6.2033 -2.1 -0.3 -0.4 0.57
O -2.2494 5.2959 6.8502 -0.7 0.2 -0.4 -0.36
C -1.0095 5.8960 7.2221 0.6 -0.2 0.4 -0.46
C -0.8419 7.0706 6.2941 0.8 0.5 -0.3 -0.36
C -2.2649 7.5071 6.0536 0.4 0.2 -0.3 -0.37
H -1.0701 6.2011 8.2721 0.0 0.0 -0.1 0.27
H -0.1998 5.1690 7.1104 -0.3 0.0 0.1 0.33
H -0.2064 7.8584 6.7072 0.0 -0.2 0.0 0.32
H -0.3957 6.7364 5.3495 0.0 0.0 0.2 0.16
H -2.6083 8.2129 6.8150 -0.1 0.0 -0.1 0.26
H -2.3927 7.9245 5.0522 -0.3 0.0 0.3 0.26
O 3.3640 2.8123 -8.1096 -1.9 0.7 -0.5 -0.59
C 2.2543 3.3177 -8.0758 2.2 -0.7 0.0 0.50
O 1.4261 3.4295 -9.1556 0.6 -0.3 0.2 -0.34
C 0.2632 4.1657 -8.7796 -0.6 0.2 -0.3 -0.44
C 0.1728 4.0290 -7.2822 -0.7 0.1 0.6 -0.37
C 1.6207 3.9435 -6.8704 -0.4 -0.1 0.4 -0.29
H 0.3915 5.2064 -9.0950 0.0 -0.1 0.0 0.26
H -0.6152 3.7490 -9.2811 0.3 0.0 -0.1 0.30
H -0.3696 4.8506 -6.8069 0.0 -0.1 -0.1 0.28
H -0.3379 3.0929 -7.0253 0.0 0.2 0.0 0.24
H 2.0574 4.9332 -6.7103 0.1 -0.1 0.1 0.24
H 1.7498 3.3152 -5.9861 0.3 0.2 -0.1 0.22
O -1.7435 -6.5020 2.8861 -0.7 -1.0 -1.8 -0.57
C -2.3485 -7.0529 1.9813 1.2 1.5 1.6 0.45
O -1.9494 -7.0512 0.6756 0.1 0.0 0.7 -0.29
C -2.9453 -7.6932 -0.1193 -0.1 0.0 -0.7 -0.24
C -3.7156 -8.5659 0.8367 -0.6 -0.7 -0.1 -0.58
C -3.6487 -7.7844 2.1244 -0.3 -0.5 0.0 -0.41
H -3.5746 -6.9240 -0.5792 0.0 0.0 0.0 0.08
H -2.4658 -8.2780 -0.9097 0.1 0.3 0.1 0.36
H -4.7358 -8.7736 0.5034 0.2 0.0 0.0 0.31
H -3.1986 -9.5251 0.9621 -0.1 0.1 -0.1 0.28
H -4.4615 -7.0569 2.2016 0.1 0.0 0.1 0.27
H -3.6357 -8.4450 2.9944 0.0 0.4 0.1 0.30